Record 1
The following is a DFT calculation (the ωB97M-V functional and the def2-TZVPD basis) of 14 unconnected molecules or ions with the total composition C74H190N14O23 in a non-equilibrium geometry.

Values from the calculation:
Frontier orbital gap, eV: 8.71
F_max, eV/A: 2.99
Relative energy (zero: lowest compared OMol25 entry of this formula, charge and spin), kJ/mol: 0.0
Energy, eV: -147755.6695

The geometry in XYZ format:
```
301
Properties=species:S:1:pos:R:3:mulliken_charge:R:1
C 19.18 13.67 13.22 -1.79
C 18.88 14.24 14.59 2.64
C 17.48 14.71 14.74 -1.60
O 17.10 15.67 13.80 -0.01
C 15.77 16.15 13.87 -0.83
N 18.97 13.34 15.78 -0.68
H 18.73 12.69 13.14 0.46
H 20.24 13.44 13.16 0.48
H 18.80 14.21 12.36 0.21
H 19.50 15.16 14.70 -0.98
H 17.28 15.21 15.69 0.59
H 16.79 13.83 14.64 0.38
H 15.03 15.77 13.12 0.41
H 15.85 17.24 13.75 0.07
H 15.22 15.85 14.74 0.54
H 18.95 13.89 16.60 0.03
H 19.88 12.85 15.80 0.36
C 21.63 23.16 20.11 -1.45
C 22.56 23.77 19.04 3.00
C 21.85 24.81 18.21 -0.60
O 22.62 25.26 17.09 -0.25
C 22.39 26.57 16.66 -0.70
N 23.71 24.35 19.70 -0.63
H 21.00 23.91 20.52 0.36
H 22.10 22.57 20.91 0.47
H 20.87 22.51 19.67 -0.27
H 22.92 23.03 18.36 -1.54
H 21.70 25.73 18.82 0.42
H 20.87 24.46 17.82 -0.26
H 22.91 26.77 15.72 0.31
H 22.51 27.41 17.40 0.38
H 21.27 26.61 16.39 0.01
H 23.44 24.99 20.44 0.38
H 24.26 24.90 19.00 0.27
C 21.50 18.14 19.02 -0.42
C 20.90 19.39 19.71 2.26
C 19.38 19.54 19.50 0.22
O 18.71 18.75 20.50 -0.58
C 17.34 19.04 20.55 0.34
N 21.35 19.54 21.09 -0.56
H 21.40 17.24 19.64 -0.09
H 22.59 18.25 18.94 -0.28
H 21.15 17.97 18.03 -0.37
H 21.34 20.23 19.16 -0.62
H 18.98 19.17 18.49 -0.39
H 18.98 20.57 19.47 -0.18
H 16.83 18.17 21.04 0.16
H 16.99 19.15 19.53 0.18
H 17.18 19.92 21.17 -0.36
H 20.85 18.83 21.67 0.44
H 20.90 20.47 21.37 0.33
C 26.73 21.58 17.86 -1.45
C 25.25 21.77 18.19 0.88
C 24.53 20.88 17.19 0.61
O 24.86 21.25 15.87 -0.53
C 24.27 22.40 15.40 -0.35
N 25.09 21.30 19.63 -0.72
H 26.88 20.49 17.72 0.15
H 27.42 21.87 18.66 0.48
H 26.98 22.18 16.97 0.27
H 24.99 22.82 18.05 0.01
H 23.45 20.98 17.22 0.17
H 24.76 19.81 17.28 -0.42
H 24.78 23.22 15.88 0.51
H 23.18 22.35 15.68 -0.17
H 24.31 22.56 14.28 0.25
H 24.21 20.76 19.74 0.04
H 24.84 22.19 20.08 0.42
C 19.12 13.83 21.08 -1.61
C 18.80 14.76 19.86 0.93
C 20.09 14.69 18.99 -0.99
O 19.98 15.60 17.87 0.42
C 21.13 15.79 17.14 -0.59
N 17.60 14.25 19.27 -0.60
H 19.92 14.28 21.65 0.38
H 19.32 12.82 20.80 0.40
H 18.20 13.85 21.72 0.38
H 18.72 15.82 20.16 -0.30
H 20.10 13.61 18.67 0.39
H 21.01 14.97 19.51 0.40
H 21.00 16.64 16.51 -0.44
H 21.39 14.84 16.53 0.18
H 21.93 16.07 17.82 0.57
H 17.84 13.45 18.71 0.30
H 17.08 14.86 18.66 0.24
C 11.47 19.14 13.71 -1.07
O 12.52 19.80 14.33 -0.22
C 13.60 18.96 14.86 -1.05
C 14.89 19.74 15.10 0.74
N 15.63 19.90 13.87 0.55
C 15.18 21.08 13.08 -0.09
C 16.00 21.16 11.79 -0.79
O 17.36 20.82 12.11 0.33
C 18.28 21.07 11.05 -0.48
H 11.20 18.24 14.20 0.42
H 11.75 18.80 12.68 0.26
H 10.68 19.81 13.55 0.32
H 13.81 18.19 14.11 0.54
H 13.29 18.46 15.81 0.43
H 15.48 19.11 15.76 0.03
H 14.69 20.64 15.67 -0.34
H 16.60 19.89 14.05 -0.75
H 15.30 22.03 13.63 -0.28
H 14.09 21.02 12.93 0.48
H 15.87 22.24 11.47 0.34
H 15.56 20.48 11.04 0.29
H 17.81 20.77 10.05 0.38
H 19.16 20.44 11.26 -0.46
H 18.56 22.12 10.97 0.35
C 18.61 26.47 21.02 -0.98
O 19.08 26.94 19.74 -0.45
C 18.10 27.36 18.86 1.01
C 17.58 28.75 19.11 -1.07
N 17.12 28.99 20.48 -0.14
C 15.72 28.64 20.76 -0.87
C 14.62 29.05 19.77 -0.28
O 14.84 30.36 19.42 -0.39
C 13.74 30.95 18.77 -0.82
H 18.23 27.32 21.59 0.42
H 19.45 26.12 21.60 0.49
H 17.85 25.70 20.91 0.14
H 17.30 26.62 18.80 -0.66
H 18.59 27.38 17.88 0.08
H 16.88 29.01 18.29 0.27
H 18.45 29.38 18.98 0.55
H 17.24 29.97 20.73 0.35
H 15.62 29.13 21.69 0.53
H 15.72 27.55 20.88 0.06
H 13.76 28.89 20.43 0.74
H 14.53 28.34 18.86 -0.05
H 13.59 30.50 17.83 0.31
H 14.05 32.02 18.54 0.27
H 12.80 30.91 19.37 0.30
C 11.11 18.03 17.64 -0.83
O 12.42 18.52 18.14 0.09
C 12.74 17.83 19.35 -0.87
C 14.16 18.14 19.78 -0.86
N 14.35 19.45 20.35 1.06
C 14.00 19.64 21.76 -1.22
C 13.99 21.05 22.15 0.33
O 13.28 21.92 21.28 0.28
C 11.86 21.96 21.46 -1.03
H 10.30 18.32 18.32 0.34
H 10.96 16.98 17.56 0.39
H 11.06 18.47 16.67 0.12
H 12.66 16.71 19.22 0.49
H 12.00 18.14 20.12 0.31
H 14.78 18.20 18.87 0.14
H 14.49 17.29 20.39 0.60
H 13.89 20.14 19.77 -0.70
H 14.70 19.02 22.37 0.42
H 13.04 19.23 22.04 0.40
H 14.96 21.54 22.18 -0.68
H 13.69 21.03 23.18 0.62
H 11.42 20.96 21.39 0.34
H 11.48 22.71 20.74 0.20
H 11.60 22.37 22.46 0.25
C 20.27 29.47 14.49 -0.29
O 21.19 28.44 14.09 -0.26
C 20.79 27.90 12.88 -0.54
C 21.54 26.58 12.65 -0.79
N 21.11 25.54 13.59 0.26
C 21.99 24.42 13.51 0.22
C 21.77 23.57 12.28 -0.74
O 22.54 22.34 12.37 -0.01
C 22.43 21.68 11.08 -1.01
H 20.46 29.83 15.54 0.27
H 19.25 29.03 14.39 -0.14
H 20.24 30.40 13.89 0.35
H 21.04 28.62 12.09 0.39
H 19.71 27.64 12.92 0.24
H 22.65 26.70 12.71 0.40
H 21.35 26.27 11.64 0.38
H 21.08 25.94 14.51 -0.25
H 21.82 23.78 14.38 -0.80
H 23.03 24.76 13.59 0.58
H 22.07 24.12 11.37 0.65
H 20.69 23.37 12.27 0.19
H 22.97 20.78 11.18 0.24
H 22.89 22.30 10.30 0.40
H 21.40 21.38 10.80 0.36
C 24.58 17.77 20.98 -0.88
O 24.77 17.86 19.57 -0.08
C 25.18 16.60 19.04 -0.69
C 25.55 16.88 17.60 -0.58
N 24.38 17.03 16.78 0.45
C 24.66 17.26 15.40 -0.96
C 23.42 17.21 14.53 -0.80
O 22.47 18.25 14.85 1.02
C 22.75 19.48 14.19 -0.53
H 24.07 18.73 21.28 0.17
H 25.57 17.70 21.47 0.30
H 24.02 16.89 21.30 0.36
H 24.38 15.92 19.20 0.28
H 26.08 16.30 19.54 0.53
H 26.17 16.09 17.13 0.53
H 26.22 17.73 17.66 0.13
H 24.00 17.92 17.11 -0.80
H 25.35 16.44 14.99 0.44
H 25.23 18.15 15.22 0.45
H 22.97 16.26 14.72 0.29
H 23.78 17.30 13.51 0.31
H 22.19 19.42 13.25 -0.11
H 23.87 19.76 14.17 0.48
H 22.28 20.22 14.84 -0.68
C 11.67 26.40 18.43 -0.50
O 12.07 26.30 19.78 -0.60
C 13.22 25.45 19.91 1.64
C 13.61 25.51 21.37 -1.17
N 14.86 24.82 21.56 1.49
C 15.55 25.20 22.75 -1.28
C 16.73 24.23 22.99 -0.46
O 16.21 23.02 23.60 -0.48
C 17.21 22.00 23.68 -0.69
H 11.26 25.42 18.05 0.17
H 12.45 26.82 17.79 0.08
H 10.85 27.10 18.30 0.39
H 14.08 25.85 19.34 -0.50
H 13.02 24.48 19.51 -0.38
H 12.76 25.18 22.04 0.21
H 13.89 26.55 21.60 0.43
H 14.74 23.83 21.65 -0.93
H 14.93 25.20 23.63 0.54
H 15.89 26.20 22.66 0.61
H 17.41 24.70 23.66 0.72
H 17.20 23.87 22.07 0.05
H 16.83 21.28 24.35 0.23
H 18.05 22.45 24.13 0.51
H 17.38 21.61 22.67 0.02
C 16.36 29.04 14.94 -0.67
O 17.14 27.88 14.75 -0.41
C 16.76 26.69 15.45 1.17
C 15.54 26.10 14.79 -1.06
N 15.17 24.70 14.94 0.10
C 14.52 24.49 16.21 0.06
C 14.11 23.04 16.37 -0.02
O 13.38 22.99 17.56 -0.10
C 12.60 21.76 17.64 -0.85
H 15.46 29.00 14.28 0.29
H 17.00 29.87 14.71 0.31
H 15.97 29.10 15.96 0.14
H 16.60 26.87 16.48 -0.59
H 17.62 26.05 15.32 -0.22
H 15.73 26.18 13.71 0.38
H 14.69 26.70 15.06 0.41
H 14.62 24.30 14.14 0.32
H 13.59 25.16 16.33 0.35
H 15.21 24.79 17.03 -0.54
H 15.05 22.48 16.41 -0.56
H 13.55 22.65 15.48 0.59
H 13.28 20.96 17.89 0.11
H 12.15 21.55 16.64 0.47
H 11.81 21.84 18.37 0.36
C 22.99 18.38 8.59 -0.32
O 22.16 17.34 9.00 -0.42
C 22.24 16.89 10.34 0.53
C 21.12 15.89 10.56 -0.66
N 19.75 16.49 10.40 -0.31
C 19.23 17.27 11.51 1.41
C 17.80 17.52 11.31 0.37
O 17.60 18.27 10.10 -0.24
C 16.39 17.96 9.47 -0.96
H 22.81 19.26 9.25 -0.12
H 22.68 18.62 7.58 0.27
H 24.02 18.03 8.60 0.31
H 22.12 17.78 11.02 -0.57
H 23.21 16.44 10.60 0.55
H 21.15 15.46 11.59 0.06
H 21.16 15.01 9.87 0.33
H 19.58 16.86 9.47 0.34
H 19.74 18.23 11.66 -0.43
H 19.29 16.68 12.46 -0.84
H 17.37 18.12 12.12 -0.61
H 17.31 16.49 11.32 0.41
H 16.32 18.64 8.61 0.31
H 15.57 18.16 10.13 0.34
H 16.28 16.90 9.16 0.29
C 16.40 22.45 19.40 0.36
O 17.24 22.32 18.28 0.38
C 18.09 23.45 18.02 1.11
C 18.62 23.33 16.60 -0.93
N 19.28 22.03 16.44 0.77
C 19.52 21.66 15.03 0.41
C 19.68 20.15 14.89 0.26
O 18.50 19.58 15.40 0.90
C 18.40 18.24 15.09 -0.48
H 15.80 23.40 19.40 -0.31
H 16.90 22.36 20.37 -0.19
H 15.61 21.72 19.27 -0.33
H 18.83 23.47 18.86 -0.17
H 17.48 24.35 18.10 -0.61
H 19.32 24.15 16.49 -0.36
H 17.79 23.45 15.94 0.81
H 18.62 21.39 16.86 -0.21
H 20.47 22.11 14.73 -1.29
H 18.71 21.96 14.39 0.33
H 20.44 19.81 15.61 -0.33
H 19.89 19.80 13.88 0.08
H 17.79 17.77 15.83 0.57
H 19.35 17.69 15.06 -0.49
H 18.03 17.99 14.10 -0.54
```

Record 2
The following is a DFT calculation (the ωB97M-V functional and the def2-TZVPD basis) of C6H10N2 in the gas phase in a non-equilibrium geometry.

Values from the calculation:
Frontier orbital gap, eV: 7.90
F_max, eV/A: 1.72
Relative energy (zero: lowest compared OMol25 entry of this formula, charge and spin), kJ/mol: 474.3
Energy, eV: -9359.5214

The geometry in XYZ format:
```
18
Properties=species:S:1:pos:R:3:mulliken_charge:R:1
C -1.20 -0.22 -1.00 -0.62
C -0.55 -1.50 -0.56 -0.29
C -1.46 0.68 0.17 -0.41
C 0.78 -1.28 0.19 -0.87
C -0.25 0.76 1.13 -0.84
C 0.97 0.23 0.36 0.05
N 1.52 1.71 -1.35 -1.06
N 0.83 0.78 -0.95 0.64
H -1.26 -2.00 0.10 0.33
H -0.40 -2.16 -1.42 0.26
H -1.72 1.68 -0.19 0.24
H -2.34 0.30 0.69 0.46
H 0.78 -1.75 1.17 0.39
H 1.62 -1.69 -0.38 0.35
H -0.08 1.79 1.45 0.34
H -0.39 0.14 2.02 0.34
H 1.91 0.49 0.85 0.45
H 1.23 2.02 -2.28 0.27
```